Record 1
Density functional theory data (wB97M-V/def2-TZVPD) for an isolated molecule of C6H7NOSe in a non-equilibrium geometry.

Computed properties:
E_LUMO ... -0.415 eV
Relative energy (zero: lowest compared OMol25 entry of this formula, charge and spin) ... 0.0 kJ/mol

Last column: natural (NBO) charge in e.
Positions of all 16 atoms, in Å:
C (-0.8348, -1.7039, -0.5605)  -0.32
C (-1.6455, -0.6135, -0.4783)  -0.13
C (0.5731, -1.9990, -0.3750)  0.07
C (-1.5377, 0.8155, -0.2201)  0.06
C (-0.4887, 1.6697, -0.1059)  -0.40
C (2.3373, 1.2642, 0.9010)  -0.79
N (1.6334, -1.3079, -0.3418)  -0.51
O (-2.8095, 1.3474, -0.1018)  -0.70
Se (1.2150, 0.6814, -0.5786)  0.86
H (-1.3875, -2.6176, -0.7610)  0.22
H (-2.6973, -0.8558, -0.6144)  0.23
H (0.7609, -3.0709, -0.2597)  0.19
H (3.0091, 0.4381, 1.1201)  0.25
H (2.8984, 2.1405, 0.5771)  0.24
H (1.7128, 1.5142, 1.7553)  0.24
H (-2.7390, 2.2977, 0.0437)  0.49

Record 2
Density functional theory data (wB97M-V/def2-TZVPD) for an isolated molecule of CH2ClNO in a non-equilibrium geometry.

Computed properties:
E_LUMO ... -0.651 eV
SMILES ... C=[N+]([O-])Cl
Relative energy (zero: lowest compared OMol25 entry of this formula, charge and spin) ... 369.5 kJ/mol

Last column: natural (NBO) charge in e.
Positions of all 6 atoms, in Å:
C (0.0850, 0.4604, 0.6147)  -0.22
N (0.1800, -0.2825, -0.3736)  0.22
O (1.1143, -0.7588, -0.9306)  -0.36
Cl (-1.4578, -0.7803, -1.2466)  -0.08
H (0.9664, 0.8103, 1.0651)  0.23
H (-0.8880, 0.5509, 0.8710)  0.22

Record 3
Density functional theory data (wB97M-V/def2-TZVPD) for an isolated molecule of C5H5NO in a non-equilibrium geometry.

Computed properties:
E_LUMO ... 0.583 eV
SMILES ... N#C[C@@H]1C[C@@H]1C=O
Relative energy (zero: lowest compared OMol25 entry of this formula, charge and spin) ... 159.5 kJ/mol

Last column: natural (NBO) charge in e.
Positions of all 12 atoms, in Å:
O (-1.3336, -1.7747, 0.8796)  -0.49
C (-0.9961, -0.6757, 1.2328)  0.44
C (-0.5077, 0.4612, 0.3984)  -0.32
C (0.9874, 0.4811, 0.2959)  -0.36
C (0.1464, 0.4581, -0.9595)  -0.33
C (0.2301, -0.6899, -1.8401)  0.28
N (0.3379, -1.5593, -2.5962)  -0.30
H (-0.9470, -0.4074, 2.3107)  0.11
H (-0.9657, 1.4128, 0.6579)  0.24
H (1.4809, -0.4641, 0.5034)  0.24
H (1.5214, 1.3626, 0.6209)  0.23
H (0.0460, 1.3952, -1.5039)  0.26

Record 4
Density functional theory data (wB97M-V/def2-TZVPD) for a cluster of 7 separate species, C30H64ClN8O10PS in total in a non-equilibrium geometry.

Computed properties:
E_LUMO ... -0.238 eV
SMILES ... [H]/N=C(/C)C[C@@H]1[C@@H](P(O)Cl)NC(=O)[C@]1(CC(C)C)C[SH](=O)=O.CNC(C)=O.CNC(C)=O.CNC(C)=O.CNC(C)=O.CNC(C)=O.CNC(C)=O

Last column: Mulliken charge in e.
Positions of all 115 atoms, in Å:
C (2.3854, -6.0945, 1.9803)  -0.85
C (3.2198, -4.7216, 2.3235)  0.32
N (4.0530, -4.7323, 3.4496)  -0.73
C (3.2006, -3.3272, 1.4601)  -0.53
C (1.7482, -2.9109, 0.8322)  -0.81
C (2.0769, -1.3895, 0.2316)  -0.53
P (3.1841, -1.2238, -1.3143)  0.49
O (4.7679, -0.7020, -0.7030)  -0.52
Cl (3.5038, -3.0694, -2.3130)  -0.30
N (0.6681, -0.8091, 0.0712)  -0.23
C (-0.0292, -1.2511, 1.3626)  -0.25
O (-0.8766, -0.3845, 1.9538)  -0.60
C (0.4245, -2.7695, 1.7821)  1.84
C (-0.4741, -4.0624, 1.3284)  -1.30
C (-1.9200, -3.7158, 0.6468)  0.96
C (-3.0700, -3.8534, 1.8065)  -1.34
C (-2.2215, -4.9515, -0.4396)  -1.03
C (0.5251, -2.9649, 3.4034)  -0.79
S (1.6232, -1.7488, 4.3016)  0.85
O (1.4652, -2.0732, 5.8393)  -0.68
O (1.2360, -0.2594, 4.1468)  -0.53
H (2.5522, -6.4815, 0.8680)  0.28
H (1.2473, -6.0627, 2.2519)  0.12
H (2.8614, -6.9453, 2.6694)  0.36
H (4.5365, -3.7917, 3.5325)  0.31
H (3.7268, -2.4416, 2.0631)  0.28
H (3.9241, -3.5116, 0.5286)  0.31
H (1.7103, -3.5313, -0.1609)  0.59
H (2.5079, -0.8690, 1.1950)  0.40
H (4.5601, -0.4500, 0.2496)  0.38
H (0.1951, -1.4496, -0.6088)  0.32
H (-0.7130, -4.6905, 2.3153)  0.35
H (0.1455, -4.8182, 0.6427)  0.17
H (-1.9612, -2.7344, 0.0133)  0.20
H (-2.8897, -4.8443, 2.4478)  0.30
H (-3.0689, -2.9735, 2.5959)  0.23
H (-4.1351, -4.0156, 1.3013)  0.36
H (-2.8353, -5.8246, 0.0407)  0.30
H (-2.8663, -4.4636, -1.3178)  0.19
H (-1.2333, -5.3375, -0.9638)  0.28
H (-0.5781, -2.8187, 3.8342)  0.42
H (0.8677, -4.0513, 3.6748)  0.37
H (2.9963, -1.8591, 4.0343)  0.05
C (-2.7839, -0.4965, -3.2796)  -1.11
C (-3.4398, -1.8166, -2.9823)  0.62
O (-2.9663, -2.6160, -2.1790)  -0.54
N (-4.5982, -2.1170, -3.6372)  -0.13
C (-5.3074, -1.3190, -4.6085)  -0.87
H (-1.8728, -0.3995, -2.6836)  0.14
H (-2.5124, -0.4434, -4.3373)  0.36
H (-3.4576, 0.3236, -3.0170)  0.37
H (-4.9799, -3.0213, -3.3852)  0.18
H (-6.3135, -1.1337, -4.2251)  0.27
H (-5.3760, -1.8944, -5.5346)  0.23
H (-4.8131, -0.3673, -4.8073)  0.40
C (0.5582, 3.7816, -1.7663)  -0.97
C (0.2381, 2.8476, -2.9006)  0.59
O (-0.8796, 2.3614, -3.0519)  -0.68
N (1.2361, 2.5431, -3.7794)  -0.13
C (2.6029, 3.0070, -3.7738)  -0.51
H (-0.3339, 3.9288, -1.1521)  0.30
H (1.3432, 3.3519, -1.1382)  0.32
H (0.8720, 4.7527, -2.1584)  0.35
H (0.9451, 1.9096, -4.5148)  0.24
H (2.7892, 3.5235, -4.7183)  0.32
H (3.2565, 2.1343, -3.7064)  0.22
H (2.8107, 3.6822, -2.9429)  -0.01
C (5.6053, 3.3345, -1.4526)  -1.32
C (4.5453, 4.0099, -0.6269)  0.84
O (3.3934, 3.5877, -0.5691)  -0.61
N (4.8955, 5.1270, 0.0735)  -0.10
C (6.1840, 5.7742, 0.1360)  -0.91
H (5.1775, 2.4611, -1.9516)  0.15
H (5.9780, 4.0214, -2.2172)  0.38
H (6.4233, 2.9990, -0.8096)  0.46
H (4.1298, 5.5250, 0.6048)  0.14
H (6.5062, 5.7874, 1.1798)  0.30
H (6.0646, 6.8013, -0.2163)  0.29
H (6.9354, 5.2667, -0.4702)  0.34
C (-0.3556, 7.7839, 0.4787)  -0.96
C (0.8283, 8.5711, 0.9688)  0.74
O (1.1987, 9.6053, 0.4196)  -0.67
N (1.4992, 8.1038, 2.0608)  -0.13
C (1.2235, 6.9199, 2.8390)  -0.76
H (-0.7859, 8.2787, -0.3958)  0.28
H (-0.0413, 6.7782, 0.1870)  0.14
H (-1.1203, 7.7336, 1.2585)  0.34
H (2.2832, 8.6864, 2.3309)  0.22
H (1.0386, 7.2280, 3.8706)  0.30
H (2.1086, 6.2804, 2.8080)  0.22
H (0.3614, 6.3663, 2.4647)  0.28
C (-6.9223, -5.3108, -5.7892)  -1.12
C (-7.7224, -4.1045, -6.1967)  0.77
O (-7.5830, -3.0127, -5.6519)  -0.62
N (-8.6275, -4.2490, -7.2071)  -0.17
C (-8.9361, -5.4371, -7.9662)  -0.82
H (-6.2452, -5.0412, -4.9746)  0.13
H (-7.5904, -6.1010, -5.4363)  0.37
H (-6.3240, -5.6654, -6.6328)  0.35
H (-9.1271, -3.3946, -7.4248)  0.24
H (-8.7419, -5.2257, -9.0202)  0.28
H (-9.9978, -5.6577, -7.8335)  0.28
H (-8.3439, -6.2977, -7.6528)  0.32
C (1.7600, 1.7429, 5.8775)  -1.04
C (1.6426, 3.1944, 6.2529)  0.54
O (1.7614, 4.0953, 5.4267)  -0.68
N (1.3958, 3.4989, 7.5596)  -0.15
C (1.2255, 2.5935, 8.6706)  -0.81
H (1.9569, 1.6582, 4.8057)  0.31
H (2.5907, 1.2824, 6.4190)  0.35
H (0.8246, 1.2222, 6.0992)  0.39
H (1.3301, 4.4949, 7.7349)  0.24
H (0.2363, 2.7669, 9.1004)  0.27
H (1.9879, 2.8266, 9.4175)  0.27
H (1.3148, 1.5478, 8.3738)  0.32

Record 5
Density functional theory data (wB97M-V/def2-TZVPD) for an isolated molecule of C2H2N2O4 in a non-equilibrium geometry.

Computed properties:
E_LUMO ... -0.885 eV
SMILES ... O=c1o[nH]n(O)c1=O
Relative energy (zero: lowest compared OMol25 entry of this formula, charge and spin) ... 501.3 kJ/mol

Last column: natural (NBO) charge in e.
Positions of all 10 atoms, in Å:
C (-0.9789, 0.5557, 1.0901)  0.68
C (-0.9021, -0.1740, -0.2140)  0.51
H (1.5968, -0.8819, -2.1014)  0.50
H (1.4022, -0.2709, 0.8996)  0.33
N (0.2520, 0.0426, -0.7933)  -0.04
N (1.1911, 0.5591, 0.1557)  -0.15
O (0.8297, -1.0547, -1.2040)  -0.52
O (0.2804, 1.4444, 1.0586)  -0.41
O (-1.9473, 0.6394, 1.7594)  -0.43
O (-1.7237, -0.8596, -0.6507)  -0.45

Record 6
Density functional theory data (wB97M-V/def2-TZVPD) for a structure of composition C24H25BrCoNO2Sb.

Computed properties:
Spin multiplicity ... 2
E_LUMO (spin up / spin down) ... -0.306 / 0.292 eV
Expectation value of S² ... 0.7892
Relative energy (zero: lowest compared OMol25 entry of this formula, charge and spin) ... 24.4 kJ/mol

Last column: Löwdin spin population.
Positions of all 55 atoms, in Å:
Co (0.3409, 0.3254, 1.0510)  1.07
Br (0.2565, 1.4414, 3.4190)  0.03
C (0.4588, -0.2690, 4.2251)  0.00
C (0.5688, -0.3439, 5.5784)  0.00
C (0.7038, -1.6158, 6.1791)  0.00
C (0.7151, -2.7394, 5.4081)  0.00
C (0.5972, -2.6630, 3.9970)  0.00
C (0.5972, -3.8339, 3.1993)  0.00
C (0.4870, -3.7347, 1.8444)  0.00
C (0.3732, -2.4711, 1.2208)  -0.01
C (0.3680, -1.3022, 1.9445)  -0.08
C (0.4744, -1.3984, 3.3666)  -0.01
H (0.5537, 0.5501, 6.1858)  0.00
H (0.7972, -1.6870, 7.2546)  0.00
H (0.8173, -3.7162, 5.8655)  0.00
H (0.6905, -4.7977, 3.6847)  0.00
H (0.4895, -4.6307, 1.2350)  0.00
H (0.3155, -2.4248, 0.1390)  0.00
C (-3.0641, -2.6042, -0.3814)  0.00
C (-3.2455, -1.1134, -0.6439)  0.00
Sb (-2.2180, 0.1180, 0.7547)  -0.02
C (-3.0409, -0.6473, 2.5695)  0.00
C (-4.5512, -0.5345, 2.7065)  0.00
C (-3.3489, 1.9114, 0.5223)  -0.01
C (-2.7562, 3.0857, 1.2912)  0.00
H (-3.5491, -3.2001, -1.1567)  0.00
H (-3.4984, -2.8980, 0.5760)  0.00
H (-2.0112, -2.8878, -0.3588)  0.00
H (-4.2973, -0.8239, -0.5855)  0.00
H (-2.8929, -0.8437, -1.6402)  0.00
H (-2.5186, -0.1398, 3.3826)  0.00
H (-2.7108, -1.6885, 2.6079)  0.00
H (-4.8721, 0.5046, 2.7964)  0.00
H (-4.9112, -1.0595, 3.5935)  0.00
H (-5.0745, -0.9616, 1.8471)  0.00
H (-4.3667, 1.6934, 0.8501)  0.00
H (-3.3994, 2.1186, -0.5487)  0.00
H (-2.6892, 2.8696, 2.3600)  0.00
H (-3.3610, 3.9877, 1.1815)  0.00
H (-1.7491, 3.3240, 0.9432)  0.00
O (1.1934, -0.4123, -1.0259)  0.03
C (2.2145, 0.1417, -0.6089)  0.00
N (2.1980, 0.9084, 0.5198)  0.00
C (3.4971, 1.3166, 0.8066)  0.00
O (3.8570, 1.9759, 1.7510)  0.00
C (4.3915, 0.7641, -0.2791)  0.00
C (5.7539, 0.8722, -0.4657)  0.00
C (6.2934, 0.2314, -1.5776)  0.00
C (5.4914, -0.4915, -2.4591)  0.00
C (4.1175, -0.5970, -2.2590)  0.00
C (3.5967, 0.0472, -1.1563)  0.00
H (6.3678, 1.4314, 0.2277)  0.00
H (7.3581, 0.2895, -1.7651)  0.00
H (5.9498, -0.9799, -3.3093)  0.00
H (3.4873, -1.1596, -2.9348)  0.00